Here is 2 unconnected molecules or ions with the total composition C9H14O at a distorted geometry from the OMol25 dataset. Energies are from wB97M-V/def2-TZVPD.

Values from the calculation:
HOMO energy: -8.2 eV
E: -11605.39888 eV
SMILES: Cc1ccc(O)cc1.CC
LUMO level: 0.911 eV
Kohn-Sham gap: 9.10 eV
Maximum force: 4.7 eV/Å

XYZ file:
```
24
Properties=species:S:1:pos:R:3:forces:R:3:lowdin_charge:R:1
C 0.4766 -0.9157 -2.9815 3.025 -0.211 -0.949 -0.071
C 0.2047 -1.3808 -1.6009 2.542 1.598 -0.761 -0.304
C -0.7600 -2.2545 -1.3441 -0.959 -1.736 -1.161 -0.096
C -0.9769 -2.5890 -0.0464 -2.574 -2.876 1.707 -0.076
C -0.3598 -1.9893 0.9904 2.411 3.836 1.358 -0.290
O -0.7312 -1.8827 2.3049 0.619 -0.453 -0.367 0.051
C 0.7134 -1.0014 0.7608 -2.347 -1.511 1.239 -0.020
C 0.9731 -0.7766 -0.5286 1.381 1.280 -1.545 -0.068
H -0.0098 -1.4085 -3.8129 -0.569 -0.209 0.226 0.069
H 1.6116 -0.9638 -3.2849 -1.919 0.099 0.836 0.118
H 0.2308 0.1119 -2.9440 -0.266 1.316 -0.684 0.057
H -1.4076 -2.8373 -2.0651 1.171 1.215 0.343 0.144
H -1.7413 -3.4192 0.0220 0.709 1.156 0.895 0.134
H -1.3934 -2.5230 2.4432 -1.474 -1.208 0.717 0.076
H 1.1075 -0.3596 1.5995 -0.336 -1.193 -0.973 0.134
H 1.8235 -0.0182 -0.6398 -1.408 -1.085 -0.878 0.139
C -0.1323 3.0740 2.1452 0.407 -1.135 2.043 -0.164
C 0.1438 2.9279 0.6325 -0.351 0.153 0.673 -0.168
H -1.1558 3.2714 2.6518 1.264 0.082 -1.841 0.081
H 0.1161 2.1069 2.7140 0.221 1.336 -0.835 0.064
H 0.5813 3.8855 2.4844 -0.974 -0.991 0.044 0.069
H 0.0863 2.0375 0.0376 -0.098 -1.271 0.733 0.041
H -0.4765 3.5365 0.0747 -1.809 1.645 -0.964 0.029
H 1.0760 3.3679 0.3871 1.336 0.166 0.144 0.050
```
Forces are in eV/Å.



Here is 2 unconnected molecules or ions with the total composition C9H14O at a distorted geometry from the OMol25 dataset. Energies are from wB97M-V/def2-TZVPD.

Values from the calculation:
HOMO energy: -8.3 eV
E: -11606.79104 eV
SMILES: Cc1ccc(O)cc1.CC
LUMO level: 0.831 eV
Kohn-Sham gap: 9.16 eV
Maximum force: 2.4 eV/Å

XYZ file:
```
24
Properties=species:S:1:pos:R:3:forces:R:3:lowdin_charge:R:1
C -1.2607 -1.1160 -2.1096 -0.720 -1.190 -0.648 -0.070
C -0.5843 -1.3813 -0.7937 -1.473 1.770 0.769 -0.286
C -1.0043 -0.5279 0.2738 0.524 -1.411 -1.116 -0.074
C -0.4511 -0.6874 1.5191 0.824 0.211 1.153 -0.042
C 0.5181 -1.6747 1.7336 -0.085 -0.632 -0.872 -0.327
O 1.2557 -1.8504 2.8595 0.024 -0.143 0.561 0.050
C 0.8020 -2.6011 0.7376 0.198 0.269 -1.253 -0.007
C 0.3090 -2.4029 -0.5625 -0.219 0.149 0.623 -0.039
H -2.2322 -0.6132 -2.0087 0.510 0.371 0.254 0.074
H -1.6033 -2.0795 -2.5319 0.546 0.254 -0.176 0.081
H -0.6484 -0.5949 -2.8498 -0.031 -0.050 0.105 0.079
H -1.7596 0.2117 0.0341 0.113 0.086 0.320 0.110
H -0.6335 -0.0068 2.3541 -0.269 -0.063 -0.297 0.120
H 1.2618 -1.0853 3.4327 -0.266 0.324 0.077 0.102
H 1.5096 -3.4026 0.9049 0.033 0.111 0.247 0.115
H 0.5909 -3.0083 -1.4170 0.124 -0.282 0.301 0.114
C 0.8624 2.3839 0.2883 -0.141 -0.966 -0.527 -0.161
C 0.1325 3.3353 -0.6701 0.692 0.916 -0.217 -0.164
H 1.9097 2.1473 0.1123 0.165 0.416 -0.345 0.063
H 0.8042 2.7091 1.3233 -0.233 0.071 0.087 0.061
H 0.3523 1.4054 0.1930 0.467 0.588 0.370 0.026
H 0.1443 4.3794 -0.3075 -0.944 -0.561 0.526 0.064
H 0.5544 3.5996 -1.6483 0.469 -1.132 -0.054 0.058
H -0.8297 2.8605 -0.8675 -0.307 0.893 0.112 0.055
```
Forces are in eV/Å.



Here is 2 unconnected molecules or ions with the total composition C9H14O at a distorted geometry from the OMol25 dataset. Energies are from wB97M-V/def2-TZVPD.

Values from the calculation:
HOMO energy: -8.4 eV
E: -11607.01098 eV
SMILES: Cc1ccc(O)cc1.CC
LUMO level: 0.895 eV
Kohn-Sham gap: 9.26 eV
Maximum force: 2.3 eV/Å

XYZ file:
```
24
Properties=species:S:1:pos:R:3:forces:R:3:lowdin_charge:R:1
C -2.4192 -1.3181 1.1742 0.298 1.128 -0.132 -0.060
C -0.9302 -1.1839 0.9730 -0.341 0.030 0.071 -0.298
C -0.3600 -1.8496 -0.1083 1.884 -0.066 1.402 -0.030
C 1.0601 -1.9072 -0.1089 -1.267 0.509 -0.944 -0.025
C 1.7744 -1.1003 0.7364 1.673 0.373 0.785 -0.326
O 3.1611 -1.0909 0.6835 -0.592 0.516 0.500 0.033
C 1.2085 -0.2901 1.7242 -0.491 -0.648 -0.499 -0.009
C -0.1541 -0.4039 1.8533 -0.802 -0.262 -0.372 -0.048
H -2.7784 -0.8161 2.0725 0.227 -0.174 0.230 0.071
H -2.6881 -2.3684 1.2185 -0.412 0.051 -0.319 0.078
H -2.8648 -0.7241 0.3667 -0.485 -0.730 -0.107 0.083
H -0.9454 -2.4126 -0.8181 -0.092 -0.064 -0.011 0.111
H 1.6342 -2.4489 -0.8523 -0.250 -0.174 -0.106 0.111
H 3.4488 -1.7155 0.0302 0.256 -0.448 -0.527 0.080
H 1.7854 0.3360 2.3860 0.245 -0.064 -0.094 0.118
H -0.6956 0.1139 2.6354 0.145 0.077 0.082 0.109
C 0.7293 2.6325 -1.7660 -1.636 -0.141 0.183 -0.153
C -0.7503 2.1202 -1.7706 0.789 1.041 0.175 -0.164
H 1.0789 2.9827 -2.7336 0.219 -0.826 -0.315 0.054
H 0.7502 3.5696 -1.2044 0.180 -0.366 0.555 0.059
H 1.2538 1.8084 -1.2961 0.988 0.435 -0.104 0.050
H -1.3274 2.8490 -2.3359 -0.493 -0.314 -0.022 0.053
H -1.0837 2.1133 -0.7320 -0.197 0.080 -0.033 0.053
H -0.8876 1.1039 -2.1276 0.155 0.037 -0.397 0.051
```
Forces are in eV/Å.



Here is 2 unconnected molecules or ions with the total composition C9H14O at a distorted geometry from the OMol25 dataset. Energies are from wB97M-V/def2-TZVPD.

Values from the calculation:
HOMO energy: -8.3 eV
E: -11606.64279 eV
SMILES: Cc1ccc(O)cc1.CC
LUMO level: 0.902 eV
Kohn-Sham gap: 9.19 eV
Maximum force: 2.6 eV/Å

XYZ file:
```
24
Properties=species:S:1:pos:R:3:forces:R:3:lowdin_charge:R:1
C 0.2309 0.9516 2.6490 -0.177 0.488 -0.816 -0.055
C 1.0060 0.4727 1.4579 1.480 -1.101 -0.947 -0.277
C 0.3794 -0.2818 0.4699 -0.433 0.807 0.379 -0.063
C 1.0522 -0.8078 -0.6274 0.284 -0.286 0.253 -0.035
C 2.4335 -0.8889 -0.5636 0.826 0.992 0.239 -0.313
O 3.1585 -1.6729 -1.4284 -0.198 0.710 0.490 0.055
C 3.1269 -0.0854 0.3634 -0.203 -1.075 -0.058 -0.019
C 2.4112 0.6243 1.2928 -1.558 0.533 1.151 -0.046
H 0.8665 1.1805 3.4990 -0.031 0.046 0.055 0.074
H -0.5095 0.1983 2.9135 0.033 0.030 0.206 0.078
H -0.3150 1.8458 2.3210 -0.002 0.017 0.504 0.084
H -0.6897 -0.3936 0.6026 -0.141 -0.115 -0.455 0.102
H 0.5434 -1.1712 -1.5150 -0.143 -0.418 0.301 0.104
H 2.4809 -2.0732 -1.9613 -0.112 -0.668 -0.717 0.085
H 4.1957 -0.1907 0.4983 0.086 0.280 -0.488 0.117
H 2.8757 1.3086 1.9954 0.445 -0.285 0.000 0.109
C -3.4027 0.5950 -1.1669 -0.203 -1.155 2.180 -0.162
C -2.3595 -0.2922 -1.8418 -0.075 1.028 -2.373 -0.163
H -4.3039 -0.0190 -1.0504 -0.184 0.384 -0.446 0.062
H -3.1130 0.6541 -0.1126 0.083 0.395 0.106 0.050
H -3.7019 1.6012 -1.4450 0.528 -0.075 -0.720 0.062
H -2.2802 -0.0194 -2.9101 -0.069 0.030 0.178 0.069
H -1.3118 -0.2488 -1.5268 -0.646 -0.033 0.519 0.019
H -2.7735 -1.2869 -1.9138 0.409 -0.526 0.459 0.063
```
Forces are in eV/Å.



Here is 2 unconnected molecules or ions with the total composition C9H14O at a distorted geometry from the OMol25 dataset. Energies are from wB97M-V/def2-TZVPD.

Values from the calculation:
HOMO energy (alpha / beta): -14.2 / -14.2 eV
E: -11598.94994 eV
Charge: +1
LUMO level (alpha / beta): -3.867 / -7.679 eV
Kohn-Sham gap (alpha / beta): 10.30 / 6.52 eV
Spin multiplicity: 2
Maximum force: 2.7 eV/Å

XYZ file:
```
24
Properties=species:S:1:pos:R:3:forces:R:3:lowdin_charge:R:1
C 0.7173 0.5055 -4.6213 0.022 -0.186 -0.399 -0.009
C -0.0212 -0.0472 -0.5329 0.010 -1.983 1.484 -0.219
C -0.1191 1.2327 -1.0909 -0.462 2.137 -0.478 0.047
C 0.3732 -1.1817 -1.2821 1.195 -0.018 -1.580 0.080
C 0.0882 1.4409 -2.4276 -0.277 -2.053 0.812 0.048
C 0.6655 -0.9728 -2.6046 -0.198 -1.047 0.517 0.018
C 0.4761 0.2810 -3.1657 0.587 1.894 -1.893 -0.187
O -0.3221 -0.3837 0.7317 -0.388 1.173 -1.533 0.157
H -0.9695 0.2714 1.0288 0.154 0.162 0.950 0.137
H -0.3813 2.1172 -0.5164 -0.122 -0.393 0.432 0.144
H 0.5304 -2.1577 -0.8408 -0.288 0.187 0.299 0.149
H -0.1316 2.3392 -2.9798 0.231 0.343 0.362 0.136
H 0.9954 -1.7538 -3.2890 -0.079 -0.060 0.443 0.146
H 1.7202 0.3012 -5.0027 0.320 -0.330 0.585 0.112
H 0.5664 1.5465 -4.9137 -0.496 -0.261 -0.016 0.092
H 0.1112 -0.2120 -5.1945 -0.175 0.408 -0.022 0.117
C -0.4425 -0.4309 3.7987 0.982 -0.156 0.934 -0.184
C -0.6091 -0.4232 5.3262 -0.837 0.542 0.221 -0.159
H -1.3960 -0.1485 3.3829 -0.249 -0.124 -0.599 0.047
H 0.3195 0.3060 3.5162 -0.147 -0.171 -0.143 0.063
H -0.0826 -1.4220 3.4859 -0.458 0.368 -0.295 0.071
H -0.1139 -1.2297 5.8458 0.345 -0.153 -0.027 0.061
H -0.3012 0.5279 5.7676 0.151 -0.143 -0.052 0.066
H -1.6733 -0.5065 5.5780 0.180 -0.137 0.000 0.066
```
Forces are in eV/Å.



Here is 2 unconnected molecules or ions with the total composition C9H14O at a distorted geometry from the OMol25 dataset. Energies are from wB97M-V/def2-TZVPD.

Values from the calculation:
HOMO energy (alpha / beta): -13.8 / -13.8 eV
E: -11597.48038 eV
Charge: +1
LUMO level (alpha / beta): -4.208 / -7.861 eV
Kohn-Sham gap (alpha / beta): 9.64 / 5.98 eV
Spin multiplicity: 2
Maximum force: 5.0 eV/Å

XYZ file:
```
24
Properties=species:S:1:pos:R:3:forces:R:3:lowdin_charge:R:1
C 2.4483 0.6231 0.5790 1.600 -0.499 -0.181 -0.008
C -1.5701 0.0647 1.8882 -2.208 -3.080 -1.529 -0.226
C -0.8450 -0.9964 1.2108 -2.371 -0.182 0.786 0.071
C -0.8935 1.1920 2.2112 2.339 3.668 0.758 0.048
C 0.3955 -0.7240 0.7380 -0.978 -4.275 -0.725 -0.044
C 0.4657 1.4165 1.8418 -2.648 -1.360 1.400 0.091
C 1.0710 0.3969 1.0636 2.230 2.756 0.931 -0.218
O -2.9153 -0.0938 2.0776 1.679 -0.338 -0.040 0.147
H -1.5194 -1.9119 1.1863 1.801 0.688 -0.705 0.167
H -3.2907 -1.0006 1.8315 1.048 1.558 0.321 0.178
H -1.4229 1.9547 2.7655 0.040 0.088 0.134 0.141
H 0.9091 -1.5468 0.2218 -0.094 0.580 0.049 0.157
H 1.0803 2.1879 2.3163 -0.529 0.053 -0.595 0.147
H 3.0676 -0.2548 0.3837 -0.802 -0.610 -0.296 0.103
H 3.2223 1.1637 1.1570 -1.307 0.617 0.151 0.114
H 2.2962 1.0904 -0.3924 0.308 0.372 -0.266 0.104
C 0.1275 0.0240 -2.8651 0.892 4.864 -0.480 -0.178
C -0.7660 -1.0230 -2.4248 0.142 -2.917 -2.723 -0.171
H 0.8208 0.5503 -2.1882 0.061 -1.143 1.017 0.044
H 0.8274 -0.0923 -3.6969 -0.919 -0.343 -0.422 0.083
H -0.5023 0.9425 -2.9435 0.408 -0.372 -1.234 0.089
H -0.5498 -1.9349 -3.0607 -0.420 0.556 1.265 0.114
H -1.8139 -0.8659 -2.4658 -1.002 0.703 -0.836 0.069
H -0.6428 -1.1624 -1.4349 0.731 -1.386 3.221 -0.024
```
Forces are in eV/Å.